The following is a quantum chemistry calculation of an isolated molecule of C4H7N3 at a distorted geometry, from OMol25.

Calculated values
relative energy (zero: lowest compared OMol25 entry of this formula, charge and spin) = 0.486 eV
spin multiplicity = 1
HOMO = -9.5 eV
charge = 0
SMILES string = [H]/N=C(\C#N)NCC

Each line ends with the Löwdin charge.
Positions of all 14 atoms, in Å:
C -1.8045 0.6316 -0.1743  -0.089
C -0.9228 -0.6085 -0.2941  -0.254
N 0.1773 -0.6420 0.6562  0.021
C 1.4453 -0.1985 0.4458  -0.468
N 2.3922 -0.4322 1.2709  0.127
C 1.6399 0.5815 -0.7808  -0.145
N 1.8612 1.2093 -1.7274  0.171
H -1.2628 1.5317 -0.4825  0.070
H -2.1429 0.7699 0.8574  0.074
H -2.6878 0.5300 -0.8135  0.074
H -0.5169 -0.6847 -1.3091  0.110
H -1.5173 -1.5131 -0.1290  0.116
H 0.0757 -1.1674 1.5121  0.142
H 3.2634 -0.0076 0.9683  0.052

Atoms 1-3, force components in eV/Å:
C 0.0 0.0 0.0
C -0.1 0.0 -0.1
N 0.1 0.0 0.1


The following is a quantum chemistry calculation of an isolated molecule of C2H3N2P at a distorted geometry, from OMol25.

Calculated values
relative energy (zero: lowest compared OMol25 entry of this formula, charge and spin) = 5.548 eV
spin multiplicity = 1
HOMO = -9.3 eV
charge = 0
SMILES string = C1=C2NN[P@H]=12

Each line ends with the Löwdin charge.
Positions of all 8 atoms, in Å:
C 0.2810 -0.7487 -1.2655  -0.535
C -0.5829 -1.5415 -1.6999  -0.188
N 1.0942 0.0356 -0.5319  0.018
N -0.2004 0.1722 0.5537  -0.241
P -1.5536 -0.1946 -0.5696  0.855
H 1.8608 -0.4334 -0.1131  0.089
H -0.0230 -0.7440 1.1799  0.108
H -1.4490 1.0227 -1.1151  -0.105

Atoms 1-3, force components in eV/Å:
C 0.3 -1.1 -1.0
C -1.0 0.5 -0.3
N -3.0 1.7 1.6


The following is a quantum chemistry calculation of a structure of composition C28H52ClMoOP at a distorted geometry, from OMol25.

Calculated values
spin multiplicity = 3
<S²> = 2.0178
HOMO (spin up / spin down) = -5.5 / -5.5 eV
charge = 0

Each line ends with the Löwdin charge.
Positions of all 84 atoms, in Å:
Mo 0.1418 0.2361 1.1546  1.040
Cl 0.6159 0.6945 3.3693  0.019
P -0.1243 2.1370 -0.4010  1.084
C 1.4258 -0.6370 0.1035  -0.183
H 1.4075 -0.7773 -0.9844  0.028
H 2.2768 -1.0935 0.6330  0.066
C -1.6484 2.3048 -1.4893  -0.432
C 1.3483 2.8188 -1.3385  -0.396
C -1.4398 1.6314 -2.8163  -0.289
H -2.4045 1.7238 -0.9263  0.109
C -2.7255 1.5396 -3.6019  -0.245
H -0.6238 2.0775 -3.4028  0.082
H -0.8975 0.3074 -2.7131  -0.026
C -3.4422 2.8888 -3.7727  -0.208
H -2.5130 1.0878 -4.5809  0.104
H -3.4004 0.8482 -3.0703  0.096
C -3.5360 3.6744 -2.4555  -0.194
H -2.9093 3.4881 -4.5237  0.108
H -4.4509 2.7151 -4.1649  0.098
C -2.2095 3.7256 -1.6803  -0.212
H -3.8737 4.6988 -2.6559  0.106
H -4.2946 3.2060 -1.8133  0.110
H -1.4831 4.3371 -2.2362  0.099
H -2.3723 4.2296 -0.7193  0.072
C -0.4046 3.2032 1.1081  -0.476
C 1.0867 4.0397 -2.2332  -0.209
H 2.0249 3.1274 -0.5192  0.117
C 2.4140 4.5962 -2.7661  -0.192
H 0.4480 3.7463 -3.0789  0.106
H 0.5555 4.8340 -1.6901  0.091
C 3.2428 3.5415 -3.5128  -0.202
H 2.2119 5.4490 -3.4256  0.112
H 3.0001 4.9758 -1.9175  0.113
C 3.3884 2.2339 -2.7309  -0.191
H 2.7699 3.3317 -4.4817  0.116
H 4.2375 3.9472 -3.7294  0.106
C 2.0607 1.7302 -2.1484  -0.214
H 3.8163 1.4552 -3.3736  0.113
H 4.0913 2.3868 -1.9003  0.112
H 1.4023 1.3665 -2.9506  0.107
H 2.2591 0.8556 -1.5197  0.067
C -1.8196 3.0124 1.6779  -0.222
H 0.3014 2.8085 1.8650  0.036
C -1.9285 3.7251 3.0358  -0.194
H -2.5572 3.4371 0.9821  0.103
H -2.0819 1.9481 1.8053  0.089
C -1.5134 5.2024 2.9736  -0.197
H -2.9593 3.6509 3.4039  0.112
H -1.2926 3.1971 3.7597  0.097
C -0.1863 5.4410 2.2454  -0.193
H -2.3053 5.7791 2.4762  0.114
H -1.4395 5.6011 3.9924  0.109
C -0.0726 4.6901 0.9122  -0.204
H -0.0530 6.5144 2.0628  0.111
H 0.6421 5.1252 2.8943  0.116
H -0.7610 5.1332 0.1772  0.104
H 0.9434 4.8157 0.5132  0.103
C -1.2957 -1.0149 0.5482  -0.366
C -0.0456 -1.7521 0.6303  -0.393
H -1.6057 -0.8372 -0.5038  0.103
C 0.3698 -2.4781 1.9082  -0.211
H 0.0577 -2.4454 -0.2263  0.139
C -0.8363 -2.9791 2.7152  -0.181
H 0.9953 -3.3279 1.6032  0.124
H 1.0217 -1.8482 2.5330  0.064
C -1.9126 -1.8945 2.8195  -0.217
H -1.2396 -3.8764 2.2220  0.121
H -0.5012 -3.2886 3.7131  0.116
C -2.4272 -1.4647 1.4461  -0.188
H -2.7562 -2.3077 3.3820  0.113
H -1.5347 -1.0317 3.3862  0.064
H -2.9108 -2.3110 0.9458  0.122
H -3.1784 -0.6704 1.5175  0.110
C -1.9839 -1.7973 -3.8249  -0.055
C -0.8118 -1.7859 -2.8686  -0.546
C 0.2972 -2.7517 -3.2280  -0.070
O -0.1877 -0.5065 -2.7634  -0.182
H -1.7114 -1.3338 -4.7816  0.088
H -2.8391 -1.2598 -3.3988  0.063
H -2.2956 -2.8313 -4.0102  0.075
H -1.1868 -2.0777 -1.8727  0.093
H 0.7797 -2.4317 -4.1598  0.086
H 1.0556 -2.7628 -2.4400  0.060
H -0.0912 -3.7664 -3.3587  0.073

Atoms 1-3, force components in eV/Å:
Mo -0.3 4.3 1.3
Cl 0.2 0.3 0.9
P -0.9 0.4 -0.9


The following is a quantum chemistry calculation of a structure of composition C25H29F5N6S3Te5Ti, from OMol25.

Calculated values
spin multiplicity = 1
HOMO = -6.9 eV
charge = 0

Each line ends with the Löwdin charge.
Positions of all 74 atoms, in Å:
Ti -0.0669 -0.8679 -1.3833  0.073
Te -1.7832 -5.1255 -5.1940  -0.040
Te -1.3771 -6.2206 -7.6645  0.003
Te -3.3960 -4.4417 -7.2698  0.026
Te -1.1902 -3.0782 -2.3831  0.425
N 2.1046 -1.4968 -3.9276  0.065
C 3.4145 -1.4148 -3.4909  -0.085
C 3.3560 -0.9960 -2.1994  -0.134
N 2.0284 -0.8060 -1.8708  -0.064
C 1.2864 -1.1309 -2.9243  -0.414
C -0.2026 1.1969 -2.1673  -0.435
N -1.2285 2.0196 -1.9685  -0.154
C -0.9321 3.2292 -2.5455  -0.164
C 0.3123 3.1716 -3.0957  -0.115
N 0.7546 1.8930 -2.8512  0.032
H 1.7983 -1.8422 -4.8211  0.151
H 4.2504 -1.6643 -4.1207  0.110
H 4.1665 -0.8177 -1.5131  0.093
H -1.6222 4.0572 -2.5306  0.099
H 0.8959 3.8965 -3.6361  0.102
H 1.6434 1.5106 -3.1222  0.123
F -6.5689 -5.0114 -1.2530  0.133
C -5.8316 -3.9038 -1.2624  -0.132
C -5.3865 -3.3547 -0.0735  -0.139
F -5.7022 -3.9432 1.0822  0.122
C -4.6199 -2.2021 -0.0911  -0.272
F -4.2373 -1.7254 1.0964  0.075
C -4.2751 -1.5613 -1.2688  -0.371
S -1.2040 -2.5435 -0.0822  -0.153
C -4.7552 -2.1335 -2.4370  -0.324
F -4.4601 -1.5837 -3.6273  0.030
C -5.5163 -3.2866 -2.4580  -0.149
F -5.9346 -3.8087 -3.6129  0.116
C 5.2397 -1.8666 3.1015  -0.110
C 3.9077 -1.3040 3.5865  -0.265
C 2.7013 -1.8031 2.7943  -0.188
C 2.7265 -1.4515 1.3119  -0.218
N 2.8060 -0.0105 1.0873  0.022
C 1.7658 0.8075 0.9040  -0.698
S 0.1506 0.2232 0.9064  0.720
N 2.0263 2.1117 0.8242  0.031
C 1.0376 3.1800 0.6202  -0.179
C 0.2048 3.5526 1.8408  -0.201
C 0.9833 4.0207 3.0697  -0.249
C 1.6546 2.9011 3.8660  -0.108
H 6.0624 -1.5359 3.7358  0.071
H 5.4729 -1.5542 2.0807  0.060
H 5.2286 -2.9583 3.1115  0.079
H 3.9347 -0.2095 3.5631  0.093
H 3.7652 -1.5698 4.6359  0.107
H 1.7826 -1.3935 3.2218  0.109
H 2.6292 -2.8915 2.8754  0.122
H 1.8230 -1.8203 0.8311  0.062
H 3.5766 -1.9079 0.8031  0.113
H 3.7235 0.4063 1.1330  0.143
H 2.9942 2.3941 0.8408  0.145
H 0.3828 2.8916 -0.1938  0.078
H 1.6155 4.0475 0.2948  0.128
H -0.4463 2.7184 2.1081  0.077
H -0.4595 4.3537 1.5038  0.119
H 0.2829 4.5362 3.7311  0.104
H 1.7261 4.7716 2.7773  0.106
H 0.9559 2.0781 4.0344  0.076
H 1.9879 3.2609 4.8403  0.070
H 2.5263 2.4901 3.3557  0.049
Te -2.9400 0.0982 -1.5957  1.469
C -3.3344 1.1587 0.1654  -0.854
C -2.9882 0.8809 1.4549  -0.277
C -3.3273 1.9287 2.3518  -0.193
C -3.9142 2.9851 1.7206  -0.426
S -4.0668 2.7050 0.0445  0.947
H -2.5047 -0.0375 1.7529  0.070
H -3.1432 1.8951 3.4161  0.104
H -4.2705 3.9033 2.1599  0.063

Atoms 1-3, force components in eV/Å:
Ti -0.2 0.3 -0.6
Te 0.0 0.0 -0.1
Te 0.0 0.0 0.0


The following is a quantum chemistry calculation of the ion CH2NO2S3 with charge -1 at a distorted geometry, from OMol25.

Calculated values
relative energy (zero: lowest compared OMol25 entry of this formula, charge and spin) = 0.757 eV
spin multiplicity = 1
HOMO = -4.2 eV
charge = -1

Each line ends with the Löwdin charge.
Positions of all 9 atoms, in Å:
C 0.2590 0.8146 -0.1382  -1.397
N 1.4547 1.1309 0.1674  -0.311
O 2.5624 -1.1309 0.8625  -0.401
O 3.8808 0.9084 -0.1690  -0.516
S -0.3243 -0.5881 -0.8001  0.389
S -1.0011 2.1702 0.1002  0.567
S 2.6451 0.1025 -0.3838  0.792
H -1.9877 1.3207 0.4716  -0.178
H 2.0048 -1.9678 0.7930  0.054

Atoms 1-3, force components in eV/Å:
C -1.4 0.4 -0.2
N 1.3 0.6 0.4
O 0.3 -0.2 0.2


The following is a quantum chemistry calculation of a structure of composition C27H61N11PdSSb2Si3, from OMol25.

Calculated values
relative energy (zero: lowest compared OMol25 entry of this formula, charge and spin) = 3.433 eV
spin multiplicity = 1
HOMO = -1.4 eV
charge = -2

Each line ends with the Löwdin charge.
Positions of all 106 atoms, in Å:
Pd -0.8749 -0.2082 0.3454  -0.011
N -1.6476 4.1424 1.0866  0.114
C -0.3071 3.8165 0.9968  -0.433
N 0.6931 4.7231 0.9322  0.049
N 1.7951 4.0068 0.7896  0.038
N 1.4235 2.7558 0.7728  -0.147
N 0.1291 2.5783 0.9329  0.132
C -2.5932 3.3790 0.3620  -0.529
N -3.7747 3.8867 0.0622  -0.006
N -4.3629 2.9019 -0.6490  -0.128
N -3.5554 1.8899 -0.7466  -0.142
N -2.3947 2.1561 -0.1070  0.003
H -1.8251 5.1306 0.9997  0.113
C -6.0734 -0.8115 -1.9088  -0.269
Si -5.0718 -1.1566 -0.3364  0.220
C -5.6253 -2.8258 0.4032  -0.265
C -5.8502 0.0510 0.8648  -0.247
Sb -2.6475 -1.1667 -1.1998  0.780
Si -3.0622 -3.6211 -2.2009  0.295
C -4.8846 -4.1577 -2.3591  -0.257
C -2.6809 -3.0905 -3.9941  -0.301
C -2.2860 -5.3593 -2.1400  -0.257
Si -2.1241 -0.6303 2.1640  0.349
C -0.3560 -0.3612 2.8861  -0.250
C -2.8410 -2.0995 3.0836  -0.215
C -3.0127 0.9076 2.7663  -0.218
H -7.0826 -1.2382 -1.8615  0.020
H -5.5778 -1.1844 -2.8078  -0.003
H -6.1514 0.2758 -2.0119  0.023
H -6.5715 -3.1538 -0.0418  0.021
H -5.7819 -2.7146 1.4806  0.006
H -4.8913 -3.6179 0.2520  -0.010
H -6.9352 -0.0773 0.7674  0.028
H -5.6011 1.0842 0.6164  -0.004
H -5.5739 -0.1397 1.9032  0.008
H -5.5859 -3.3258 -2.3103  -0.014
H -5.1702 -4.8746 -1.5847  0.017
H -4.9998 -4.6418 -3.3363  0.025
H -3.4964 -2.4592 -4.3632  0.013
H -2.5777 -3.9554 -4.6609  0.013
H -1.7704 -2.4878 -4.0577  -0.005
H -2.6040 -5.8646 -3.0576  0.022
H -2.6644 -5.9307 -1.2860  0.022
H -1.1973 -5.3922 -2.0982  -0.013
H 0.1569 -1.2663 3.2147  -0.002
H -0.2934 0.4163 3.6530  0.032
H 0.2179 0.0173 2.0076  -0.062
H -2.1475 -2.9435 3.1075  0.000
H -3.7794 -2.4521 2.6460  0.002
H -3.0376 -1.7739 4.1100  0.025
H -2.3482 1.7608 2.6195  0.009
H -3.2422 0.8085 3.8346  0.027
H -3.9329 1.1312 2.2342  -0.011
C 3.8766 2.5388 -1.2087  -0.093
N 3.6233 2.0268 0.1098  -0.170
C 4.5105 2.0291 1.1813  -0.116
C 3.9404 1.4270 2.2234  -0.143
N 2.6754 0.9351 1.8154  0.021
C 2.3563 1.5256 0.5286  -0.788
S 1.5169 0.4629 -0.6853  0.485
H 4.9307 2.8122 -1.2697  0.076
H 3.2718 3.4252 -1.4208  0.072
H 3.6542 1.7814 -1.9610  0.049
H 5.5063 2.4276 1.0762  0.100
H 4.3351 1.2118 3.2011  0.089
H 1.9182 0.9707 2.4830  0.092
C 2.7366 -4.7889 -1.7311  -0.122
C 2.0595 -3.4306 -1.5833  -0.689
C 0.6935 -3.4327 -2.2677  -0.160
C 2.9362 -2.4000 -2.2953  -0.147
Sb 1.5155 -2.8686 0.5142  1.577
C 0.5213 -4.7325 1.3007  -0.687
C -0.9461 -4.5417 0.9204  -0.166
C 0.6145 -4.6191 2.8236  -0.151
C 0.9637 -6.1239 0.8610  -0.124
C 3.5112 -3.0560 1.5133  -0.700
C 3.3451 -2.4031 2.8871  -0.150
C 4.0396 -4.4803 1.6966  -0.128
C 4.5300 -2.2493 0.7085  -0.134
H 2.8570 -5.0109 -2.8036  0.079
H 2.1676 -5.6027 -1.2895  0.043
H 3.7343 -4.7883 -1.2886  0.056
H 0.7841 -3.7792 -3.3083  0.092
H 0.2662 -2.4254 -2.2867  0.058
H -0.0188 -4.0799 -1.7584  0.013
H 2.9090 -2.6241 -3.3737  0.080
H 3.9759 -2.4396 -1.9737  0.052
H 2.5850 -1.3787 -2.1566  -0.008
H -1.3083 -3.5380 1.1510  0.024
H -1.1166 -4.7000 -0.1425  0.009
H -1.5759 -5.2604 1.4700  0.091
H 0.3735 -3.6082 3.1687  0.050
H 1.5976 -4.8800 3.2134  0.050
H -0.1165 -5.3005 3.2843  0.080
H 0.6761 -6.3226 -0.1731  0.060
H 0.4597 -6.8819 1.4827  0.078
H 2.0382 -6.2846 0.9566  0.055
H 2.5959 -2.9089 3.4980  0.049
H 3.0507 -1.3568 2.7824  0.046
H 4.3022 -2.4376 3.4306  0.077
H 3.4232 -5.0641 2.3788  0.049
H 5.0549 -4.4422 2.1233  0.077
H 4.0987 -5.0278 0.7560  0.050
H 4.1286 -1.2855 0.3788  0.061
H 4.8655 -2.8015 -0.1704  0.054
H 5.4132 -2.0484 1.3336  0.077

Atoms 1-3, force components in eV/Å:
Pd -0.1 -0.1 -0.2
N 0.1 -0.1 0.0
C -0.4 0.3 0.0